Formula: C4H6N2
Source: OMol25
Level of theory: wB97M-V/def2-TZVPD

Output
- Lowest unoccupied orbital energy: 1.06 eV
- Electronic energy: -7223.8786 eV
- SMILES string: Nc1ccc[nH]1
- E_HOMO: -7.493 eV
- Relative energy (zero: lowest compared OMol25 entry of this formula, charge and spin): 1.712 eV
- Kohn-Sham gap: 8.555 eV

Geometry as XYZ:
```
12
Properties=species:S:1:pos:R:3:forces:R:3
N -1.28007 0.27516 1.58492 0.30 0.04 0.15
C -0.13074 0.13130 0.73506 -0.06 -0.50 -0.74
C 0.83925 -0.85121 0.35227 -0.68 -0.05 0.32
C 1.02957 -0.72385 -1.05300 0.21 0.49 0.19
C 0.43625 0.45439 -1.42298 0.16 0.14 -0.35
N -0.25457 0.95188 -0.35210 0.00 -0.10 -0.12
H -2.11546 -0.07374 1.11404 0.43 0.00 0.17
H -1.29116 -0.05097 2.53937 0.57 -0.14 -0.15
H 1.58794 -1.39957 0.92769 -1.18 -0.43 0.31
H 1.42820 -1.45003 -1.77063 0.70 0.61 0.70
H 0.79308 1.12711 -2.18085 -0.69 -0.14 -0.73
H -1.02072 1.59965 -0.46290 0.23 0.08 0.27
```
Forces are in eV/Å.


Formula: C4H6N2
Source: OMol25
Level of theory: wB97M-V/def2-TZVPD

Output
- Lowest unoccupied orbital energy: 0.48 eV
- Electronic energy: -7224.5176 eV
- SMILES string: C[C@H]1C=NC=N1
- E_HOMO: -10.281 eV
- Relative energy (zero: lowest compared OMol25 entry of this formula, charge and spin): 1.073 eV
- Kohn-Sham gap: 10.763 eV

Geometry as XYZ:
```
12
Properties=species:S:1:pos:R:3:forces:R:3
C -1.22325 -0.73622 -0.48128 -0.05 -0.13 -0.14
C 0.10081 -0.57761 0.29963 -0.01 -0.02 0.04
C 1.30910 -0.07477 -0.45362 -0.11 0.06 -0.05
N 1.53677 1.16340 -0.20784 -0.13 -0.28 -0.02
C 0.52678 1.49632 0.74088 -0.16 0.12 0.32
N -0.21580 0.55169 1.16942 0.23 0.34 -0.09
H -1.16906 -1.42063 -1.32827 0.11 -0.05 0.10
H -1.96899 -1.09278 0.23533 0.09 -0.02 -0.22
H -1.56484 0.24611 -0.82558 0.19 -0.23 -0.07
H 0.31921 -1.51188 0.83167 -0.01 0.24 0.09
H 1.99807 -0.65890 -1.06439 -0.37 0.08 -0.08
H 0.39135 2.53024 1.04088 0.23 -0.11 0.13
```
Forces are in eV/Å.


Formula: C4H6N2
Source: OMol25
Level of theory: wB97M-V/def2-TZVPD

Output
- Lowest unoccupied orbital energy (spin up / spin down): -0.59 / -0.99 eV
- Electronic energy: -7220.5161 eV
- E_HOMO (spin up / spin down): -7.695 / -7.750 eV
- Relative energy (zero: lowest compared OMol25 entry of this formula, charge and spin): 5.075 eV
- Kohn-Sham gap (spin up / spin down): 7.110 / 6.758 eV

Geometry as XYZ:
```
12
Properties=species:S:1:pos:R:3:forces:R:3
N 1.84065 -0.00978 0.42557 0.02 -0.30 -0.52
C 0.60526 0.10763 -0.07651 0.10 -0.13 0.20
C -0.25194 1.23994 -0.18060 -0.18 0.05 0.25
C -1.52620 0.71703 -0.03400 -0.05 0.13 -0.22
C -1.41564 -0.70603 -0.06554 -0.05 0.09 -0.20
N -0.13548 -1.03712 -0.17637 0.25 -0.14 0.19
H 1.90704 -1.35704 0.23650 0.33 0.71 0.20
H 2.47724 0.70125 0.04328 -0.04 -0.21 0.15
H 0.05931 2.27354 -0.10980 -0.07 -0.13 -0.02
H -2.45253 1.28031 -0.03914 0.12 -0.12 0.01
H -2.20890 -1.41718 -0.26362 0.11 0.08 0.13
H 1.10759 -1.92335 0.15369 -0.56 -0.04 -0.15
```
Forces are in eV/Å.


Formula: C4H6N2
Source: OMol25
Level of theory: wB97M-V/def2-TZVPD

Output
- Lowest unoccupied orbital energy: 1.09 eV
- Electronic energy: -7221.6964 eV
- SMILES string: [H]/N=C1/CN2C[C@@H]12
- E_HOMO: -9.758 eV
- Relative energy (zero: lowest compared OMol25 entry of this formula, charge and spin): 3.895 eV
- Kohn-Sham gap: 10.846 eV

Geometry as XYZ:
```
12
Properties=species:S:1:pos:R:3:forces:R:3
H 0.61659 -2.32739 -0.61219 0.80 -3.26 -0.17
N -0.26950 -2.57492 -0.14674 0.49 1.46 -0.40
C -0.40263 -1.32353 -0.23129 1.06 1.20 -0.78
C -1.27107 -0.15787 0.11029 -0.32 0.23 0.20
N -0.27263 0.78977 -0.44849 -0.42 0.99 0.18
C 0.99754 0.60477 0.25666 -0.11 0.20 0.34
C 0.64957 -0.28619 -0.87269 -0.68 -0.11 0.13
H -2.18236 -0.16007 -0.49238 0.02 0.12 0.10
H -1.50571 0.00732 1.16268 -0.07 -0.04 -0.03
H 1.01586 0.16736 1.25397 -0.15 0.15 -0.05
H 1.67204 1.44899 0.12208 -0.04 -0.34 -0.14
H 1.18747 -0.19141 -1.83796 -0.58 -0.60 0.60
```
Forces are in eV/Å.


Formula: C4H6N2
Source: OMol25
Level of theory: wB97M-V/def2-TZVPD

Output
- Lowest unoccupied orbital energy (spin up / spin down): -0.30 / 0.13 eV
- Electronic energy: -7222.3627 eV
- E_HOMO (spin up / spin down): -7.594 / -7.811 eV
- Relative energy (zero: lowest compared OMol25 entry of this formula, charge and spin): 3.228 eV
- Kohn-Sham gap (spin up / spin down): 7.297 / 7.938 eV

Geometry as XYZ:
```
12
Properties=species:S:1:pos:R:3:forces:R:3
C -0.55310 -1.10534 1.15613 0.12 0.00 0.05
C 0.21962 -0.32616 0.13937 -0.01 -0.26 0.02
C -0.11647 1.62666 -0.94872 0.17 0.29 -0.30
N 0.32118 1.04771 0.16271 -0.05 -0.27 0.51
C 0.78933 -0.94935 -0.99437 0.44 -0.67 -0.88
N 1.34836 -1.49840 -1.86107 -0.68 0.54 0.87
H -1.63516 -1.07525 0.94562 0.22 0.05 0.07
H -0.40396 -0.69590 2.16151 -0.01 -0.06 -0.05
H -0.25120 -2.15723 1.14458 -0.01 0.21 0.06
H 0.45403 2.42751 -1.40856 -0.33 0.15 0.11
H -0.98551 1.16763 -1.41421 0.48 0.15 -0.12
H 0.81287 1.53811 0.91701 -0.34 -0.13 -0.34
```
Forces are in eV/Å.


Formula: C4H6N2
Source: OMol25
Level of theory: wB97M-V/def2-TZVPD

Output
- Lowest unoccupied orbital energy: 0.94 eV
- Electronic energy: -7225.1045 eV
- SMILES string: Cc1c[nH]cn1
- E_HOMO: -8.585 eV
- Relative energy (zero: lowest compared OMol25 entry of this formula, charge and spin): 0.486 eV
- Kohn-Sham gap: 9.527 eV

Geometry as XYZ:
```
12
Properties=species:S:1:pos:R:3:forces:R:3
C -1.51686 0.62986 -1.00673 0.36 -0.53 0.66
C -0.28395 0.17883 -0.29262 -0.24 -0.96 -1.24
C -0.16965 -0.78611 0.66417 0.40 1.83 1.38
N 1.10836 -0.53813 1.19821 0.05 -2.21 -0.85
C 1.78068 0.16132 0.24315 -0.28 0.18 0.49
N 0.96561 0.65319 -0.65354 0.25 0.29 0.59
H -1.76613 1.62777 -0.65064 -0.04 0.17 -0.34
H -2.32134 -0.03126 -0.68470 -0.20 0.04 -0.34
H -1.35507 0.59172 -2.08008 -0.25 0.19 -0.07
H -0.84711 -1.45090 1.17114 -0.24 0.24 -0.01
H 1.54750 -1.21332 1.80849 0.16 0.22 -0.09
H 2.85797 0.17703 0.28314 0.03 0.53 -0.17
```
Forces are in eV/Å.


Formula: C4H6N2
Source: OMol25
Level of theory: wB97M-V/def2-TZVPD

Output
- Lowest unoccupied orbital energy: 0.31 eV
- Electronic energy: -7221.0985 eV
- E_HOMO: -6.972 eV
- Relative energy (zero: lowest compared OMol25 entry of this formula, charge and spin): 4.492 eV
- Kohn-Sham gap: 7.277 eV

Geometry as XYZ:
```
12
Properties=species:S:1:pos:R:3:forces:R:3
N 0.31119 -1.51980 -2.32514 -0.12 0.92 0.65
C 0.12885 -0.61493 -1.62367 0.04 -0.85 -0.60
C -0.29618 0.50724 -0.72066 0.07 0.28 -0.20
C -1.23576 0.19890 0.42737 -0.17 -0.31 -0.11
C -0.03292 -0.41774 1.12039 0.19 -0.04 0.30
N 0.78617 0.62461 0.34789 0.29 0.09 0.00
H -0.41475 1.40543 -1.33880 -0.01 -0.16 0.13
H 0.62479 1.52348 0.80563 0.06 -0.07 -0.05
H -2.11592 -0.41162 0.23285 0.10 0.05 0.01
H 0.37770 -1.38408 0.75664 -0.16 0.10 0.05
H 0.09868 -0.36161 2.20676 -0.07 0.04 -0.19
H 1.76816 0.45012 0.11074 -0.21 -0.05 -0.01
```
Forces are in eV/Å.


Formula: C4H6N2
Source: OMol25
Level of theory: wB97M-V/def2-TZVPD

Output
- Lowest unoccupied orbital energy: 1.11 eV
- Electronic energy: -7222.9391 eV
- SMILES string: C1=NN[C@@H]2C[C@H]12
- E_HOMO: -8.538 eV
- Relative energy (zero: lowest compared OMol25 entry of this formula, charge and spin): 2.652 eV
- Kohn-Sham gap: 9.645 eV

Geometry as XYZ:
```
12
Properties=species:S:1:pos:R:3:forces:R:3
C -1.04588 1.08423 0.03271 0.94 -0.26 -2.21
N -1.76407 0.05165 0.21283 -0.18 -0.28 0.37
N -1.04194 -1.09902 -0.12220 -0.96 -0.68 2.00
C 0.32932 -0.80635 -0.40693 0.42 1.79 0.62
C 1.17644 0.04582 0.60123 -1.69 -1.33 -1.79
C 0.33894 0.74776 -0.45467 0.95 -0.90 -0.06
H -1.47659 2.05310 -0.11215 -0.29 0.43 0.60
H -1.25591 -1.79783 0.62760 0.43 0.63 -1.14
H 0.73000 -1.50303 -1.11811 0.56 0.24 -0.31
H 2.20723 0.10704 0.40949 1.17 -0.25 0.02
H 0.84452 -0.09274 1.59478 -0.22 0.51 0.99
H 0.95794 1.20939 -1.26458 -1.13 0.11 0.91
```
Forces are in eV/Å.